Here is the molecule C4H10N2O7S from OMol25. Energies are from wB97M-V/def2-TZVPD.

Results
* HOMO energy: -9.72 eV
* energy relative to the best compared isomer or geometry (same formula, charge and spin): 0.0 kcal per mole
* total energy: -32456.5895 eV
* HOMO-LUMO gap: 10.313 eV

CARTESIAN COORDINATES (ANGSTROEM)
C -0.665 1.996 -0.039
C 0.468 0.945 0.012
C 1.041 -1.523 0.128
C -0.054 -0.516 -0.272
N -1.993 1.546 -0.420
N 1.174 1.171 1.240
O 1.306 2.748 -2.859
O -0.167 3.053 -0.786
O 1.278 1.284 -1.036
O 0.712 -2.756 -0.207
O 2.274 -1.062 -0.372
O -1.085 -0.782 0.565
O -0.418 -0.625 -1.670
S 1.322 2.871 -1.448
H -0.973 2.579 0.934
H 0.979 -1.465 1.223
H -2.426 2.372 -0.799
H -1.724 0.878 -1.157
H 0.567 1.167 2.039
H 1.928 0.540 1.446
H 0.133 -2.748 -1.063
H 2.782 -1.831 -0.722
H -1.921 -0.497 0.174
H 0.251 -0.196 -2.229